A structure of composition C48H44BrN7S2Sr, computed with wB97M-V/def2-TZVPD.

Results
* LUMO level: -0.54 eV
* HOMO: -6.2727 eV
* net charge: 0
* total energy: -5639.91490 a.u.
* energy relative to the best compared isomer or geometry (same formula, charge and spin): 1.689 eV
* HOMO-LUMO gap: 5.74 eV

CARTESIAN COORDINATES (ANGSTROEM)
C  6.2388  0.0895  0.4421
C  2.3249  -2.5509  -1.5787
C  -1.7535  3.1891  1.6041
C  0.9495  -4.2503  -2.7143
H  4.3458  3.8905  1.8201
C  -3.2748  0.3916  -1.2037
H  2.3080  1.8872  -2.1344
C  -1.2423  -0.1236  3.1388
C  -2.9973  1.7286  -3.2972
H  -5.0860  0.1032  -0.1561
H  0.2576  4.8909  -1.9335
C  -1.1237  -2.4912  -2.6060
H  -1.8661  5.0733  -0.2776
H  -1.8825  3.8313  -2.4708
N  -1.2641  1.8517  1.8703
H  -2.3748  3.0989  0.7104
H  -2.6848  -2.5656  -0.6958
H  -0.3361  5.8930  -0.0044
C  -1.4959  1.9258  5.5740
H  0.3198  3.7434  1.3645
N  -2.5284  -0.5123  -0.6267
H  -3.2813  -1.2816  1.9841
H  -6.3434  1.4587  -3.9268
H  -1.0680  -2.7616  2.4784
C  -5.4594  1.3332  -3.3134
H  4.1887  -5.2858  -2.4640
H  4.1235  3.1591  -3.5499
C  3.9441  3.9778  -2.8529
C  3.5551  -0.9968  -0.4463
H  -1.1035  3.2532  4.0270
C  2.7665  2.3947  -1.2906
C  -0.6571  4.2327  1.3072
Br  2.4399  1.7471  2.6476
N  -1.5310  2.0542  -1.4127
C  7.6082  0.3768  0.6670
C  -1.3888  -3.7895  -3.0969
H  3.0938  4.5511  -3.2272
C  8.4313  -0.5737  0.1532
C  2.1052  -5.0882  -2.8104
H  -4.1941  -1.7757  -0.2433
H  -3.2360  -3.0071  1.5973
H  -3.9091  -2.3924  -3.0431
C  3.9015  3.5000  0.9163
H  -0.6711  5.0063  2.0792
H  1.9936  -6.0699  -3.2547
C  -1.8547  0.7289  6.1828
H  5.5821  -3.4957  -1.4679
C  -1.2437  1.3685  3.0923
H  -6.6695  0.8954  -1.6464
C  -1.0370  3.2399  -2.0930
C  -2.7955  -2.0345  1.3597
C  -0.1518  4.1523  -1.2373
C  -3.1082  -1.7396  -0.1106
C  -4.7902  -5.4050  -4.1431
C  2.9778  2.4684  0.9734
N  2.4278  1.9231  -0.0907
H  -2.1980  2.0708  -3.9452
C  -3.8916  -3.4211  -3.3767
N  2.3901  -1.3886  -0.8986
C  3.3084  -4.6611  -2.3718
H  -1.4223  2.7798  6.2405
N  -0.8685  -0.6888  2.0135
C  3.4544  -3.3795  -1.7512
H  -2.0253  -1.8791  4.0107
N  0.0311  -2.1058  -2.1264
C  -0.3147  -4.6534  -3.1678
H  5.4382  0.7322  0.7822
H  3.5504  -0.0790  0.1236
C  1.0629  -2.9683  -2.1384
H  4.9177  4.8253  -0.4245
C  6.0334  -1.0814  -0.2363
C  -2.5743  1.4693  -1.9631
C  3.6484  3.4507  -1.4780
C  -5.6412  0.9345  -1.9910
H  -2.4057  -1.2891  6.1733
H  -1.8925  -1.7272  -2.6355
S  7.5540  -1.8302  -0.6085
H  7.9605  1.2532  1.1912
C  -0.8051  4.9076  -0.0665
H  -0.4383  -5.6504  -3.5754
H  4.8196  4.6242  -2.8397
C  -5.0566  -4.1284  -3.7628
H  -5.4742  -6.1666  -4.4808
C  -1.2828  -2.0355  1.6853
H  -2.0535  0.7558  7.2474
S  -3.1200  -5.7662  -4.0370
C  4.6921  -2.8985  -1.3046
Sr  -0.5243  0.4517  0.0787
H  -0.7269  -2.3525  0.7921
H  9.5081  -0.6192  0.1739
H  -4.2502  1.8141  -4.9682
C  -4.6990  0.4706  -1.1008
C  4.7716  -1.6787  -0.6660
H  -6.0482  -3.7005  -3.7520
C  4.2203  4.0013  -0.3349
C  -2.0334  -0.4869  5.5437
H  -0.4341  2.9520  -2.9702
C  -2.7480  -4.1688  -3.4677
C  -1.7831  -0.8474  4.2310
C  -1.2847  2.2061  4.2415
H  -2.3984  3.5461  2.4153
H  0.6850  3.5697  -0.8543
C  -4.2336  1.5926  -3.9058

Atoms 1-2, force components in eV/Å:
C -0.155 -0.075 -0.025
C 0.323 -0.157 0.010

Results of the Mulliken charge analysis, in e, for atoms 1 through 8: -0.228, -0.403, -1.713, 0.918, 0.555, 0.901, 0.340, 0.681

***

A cluster of 10 separate species, H20O10 in total, computed with wB97M-V/def2-TZVPD.

Results
* LUMO level: -0.37 eV
* HOMO: -9.7402 eV
* net charge: 0
* total energy: -764.24680 a.u.
* energy relative to the best compared isomer or geometry (same formula, charge and spin): 6.398 eV
* HOMO-LUMO gap: 9.37 eV
* SMILES: O.O.O.O.O.O.O.O.O.O

CARTESIAN COORDINATES (ANGSTROEM)
H  1.7304  1.1406  -1.9799
H  -2.3956  0.1691  3.1552
H  -2.3676  1.5670  2.5591
H  2.0720  -1.7762  -0.0481
O  -4.3409  -2.1299  1.1793
H  0.4282  0.6221  -1.0658
H  -0.2848  2.1450  -2.0055
O  1.3575  0.6061  -2.6901
H  1.8618  -0.6502  -1.0471
O  -0.1884  1.2221  -0.6312
H  -2.2013  -0.9910  -0.2755
H  2.2728  -0.2342  4.3119
H  3.6957  -1.2693  -1.7317
H  -0.6581  2.8830  -0.7303
H  -4.5290  -1.2568  0.8167
H  -0.4150  -2.2191  0.2388
O  -0.9155  2.7833  -1.6538
O  -1.8775  0.9818  3.1478
H  2.1931  0.2330  2.8678
O  3.6473  -0.4420  -2.2239
H  3.6799  0.2387  -1.5423
H  1.7268  0.9919  -3.4925
O  2.4477  -0.9371  -0.3376
H  0.4374  -1.1878  0.9598
H  -4.6799  -2.7384  0.5131
O  2.5256  0.4945  3.7339
O  -2.9663  -0.6521  -0.7540
O  0.4232  -1.7475  0.1753
H  -2.7245  0.2556  -0.9700
H  -0.7434  0.6421  -0.0978

Atoms 1-2, force components in eV/Å:
H 0.466 0.273 -0.418
H -0.028 0.021 0.095

Results of the natural (NBO) charge analysis, in e, for atoms 1 through 8: 0.459, 0.471, 0.470, 0.494, -0.955, 0.481, 0.475, -0.946

***

A structure of composition C6H6N2O2, computed with wB97M-V/def2-TZVPD.

Results
* LUMO level: 0.17 eV
* HOMO: -7.8925 eV
* net charge: 0
* total energy: -492.03551 a.u.
* energy relative to the best compared isomer or geometry (same formula, charge and spin): 5.658 eV
* HOMO-LUMO gap: 8.07 eV

CARTESIAN COORDINATES (ANGSTROEM)
C  1.9179  -0.4528  0.7192
H  -2.3115  1.6771  0.0059
H  2.6779  1.6719  0.3408
H  1.6243  0.5520  -0.8721
H  -1.3678  -2.2384  0.0990
C  0.2646  -1.0910  -0.3758
C  -2.0750  -0.3276  0.1219
O  -3.2013  -0.5872  0.4590
O  1.0154  -2.0347  -0.4605
C  -0.3291  1.2586  -0.4343
H  1.5143  -1.3411  1.1310
N  -1.6195  0.9682  -0.0825
C  2.5003  0.6031  0.5628
C  0.6112  0.3177  -0.6111
H  -0.1257  2.3031  -0.5471
N  -1.0960  -1.2788  -0.0561

Atoms 1-2, force components in eV/Å:
C 4.987 1.730 5.533
H -0.325 0.379 0.140

Results of the natural (NBO) charge analysis, in e, for atoms 1 through 8: -0.199, 0.422, 0.250, 0.265, 0.432, 0.654, 0.777, -0.613

***

An isolated molecule of C18H23NO, computed with wB97M-V/def2-TZVPD.

Results
* LUMO level: 0.65 eV
* HOMO: -7.8395 eV
* net charge: 0
* total energy: -829.59221 a.u.
* energy relative to the best compared isomer or geometry (same formula, charge and spin): 3.030 eV
* HOMO-LUMO gap: 8.49 eV
* SMILES: C[C@@H](N)C1(c2ccc(-c3ccco3)cc2)CCCCC1

CARTESIAN COORDINATES (ANGSTROEM)
H  -0.5623  2.4970  -0.9868
H  -0.1758  3.9443  -0.1842
C  -1.1024  0.7290  0.9174
C  -3.2638  2.2742  0.0920
H  -2.3116  -1.3626  3.3580
C  -0.8376  3.1134  -0.1832
H  3.9125  -4.4168  -4.2410
C  2.2768  -0.7143  -0.2232
C  -2.1810  -1.1409  2.3321
H  -1.4070  -1.1466  -1.2708
C  2.9617  -2.4659  -1.9702
C  1.2906  -0.0542  0.5177
C  -0.5952  2.2344  1.0842
H  0.2975  -2.3786  -2.5446
H  -2.1779  0.9151  -1.1525
H  0.4209  2.2721  1.2989
H  -1.6973  -2.0040  1.9932
H  4.7822  -2.1591  -0.6453
H  -3.1381  0.1688  0.0171
H  1.5126  0.7206  1.2403
H  -2.5354  4.3460  0.3349
C  -0.3996  -1.0581  -0.9217
H  -1.1243  2.7568  1.9377
C  -1.4654  0.2014  2.3034
H  0.5505  -0.2053  2.5829
H  5.8232  -3.9967  -2.2371
H  0.0024  1.1295  3.4065
O  2.6870  -3.1245  -3.1266
N  -0.2584  0.2093  3.0981
H  -2.1230  1.0047  2.6695
H  -3.1671  -1.0709  1.8260
C  4.8370  -3.5725  -2.4300
C  -0.0832  -0.2399  0.1770
C  2.0033  -1.6008  -1.2822
C  0.6069  -1.7756  -1.6473
C  -2.3251  3.4476  -0.2612
H  -3.5950  2.5109  1.0347
H  -2.3119  3.7896  -1.3625
H  -4.1952  2.3195  -0.5592
C  4.2721  -2.6398  -1.5206
C  -2.3910  0.9616  -0.1080
C  3.8435  -3.7987  -3.3430
H  3.3437  -0.6200  -0.0203

Atoms 1-2, force components in eV/Å:
H 0.409 -0.715 -1.449
H 0.286 1.003 0.060

Results of the natural (NBO) charge analysis, in e, for atoms 1 through 8: 0.194, 0.211, -0.038, -0.410, 0.222, -0.399, 0.202, -0.199

***

An isolated molecule of C5H11NO2, computed with wB97M-V/def2-TZVPD.

Results
* LUMO level: 0.59 eV
* HOMO: -9.1509 eV
* net charge: 0
* total energy: -402.29309 a.u.
* energy relative to the best compared isomer or geometry (same formula, charge and spin): 2.314 eV
* HOMO-LUMO gap: 9.74 eV
* SMILES: NCCCCC(=O)O

CARTESIAN COORDINATES (ANGSTROEM)
H  -1.6952  -0.7334  2.2130
H  -1.8237  0.3394  0.0605
H  -0.9803  1.2715  -2.1212
H  1.1001  1.0368  0.1285
H  -1.3145  -0.6685  -2.2650
O  1.3200  -1.1449  -1.9761
H  2.1988  -1.3217  -2.3727
H  -0.2160  1.8402  0.6729
N  -0.6811  -0.8134  2.4581
H  -0.9436  -1.0973  -0.0771
H  -0.2788  -1.6688  2.0418
C  0.8917  0.1203  -2.0955
C  -0.8075  0.0045  -0.2506
O  1.6663  1.0042  -2.4252
H  0.1957  0.9031  2.9424
C  0.1319  0.8088  0.6488
H  1.3645  -0.3215  2.1808
C  0.3924  0.2427  2.0338
C  -0.5207  0.1980  -1.7972

Atoms 1-2, force components in eV/Å:
H 1.656 0.417 -0.114
H 0.388 0.030 -0.953

Results of the natural (NBO) charge analysis, in e, for atoms 1 through 8: 0.364, 0.213, 0.242, 0.216, 0.253, -0.702, 0.505, 0.215

***

A cluster of 2 separate species, C5H7N3O2S in total, computed with wB97M-V/def2-TZVPD.

Results
* LUMO level: 0.42 eV
* HOMO: -8.2893 eV
* net charge: 0
* total energy: -907.58937 a.u.
* energy relative to the best compared isomer or geometry (same formula, charge and spin): 3.069 eV
* HOMO-LUMO gap: 8.71 eV
* SMILES: O=c1[nH]n2ccnc2s1.CO

CARTESIAN COORDINATES (ANGSTROEM)
O  1.3253  -1.7659  -0.1052
H  0.1669  -0.7350  0.6415
S  -2.2577  1.0691  -1.3781
C  0.4755  -2.9807  -0.1458
C  -1.0436  2.0297  -0.5837
C  0.6561  2.0838  0.8836
H  1.4531  1.9434  1.6110
N  -0.5267  3.2452  -0.6227
H  1.0920  -3.9884  -0.0138
O  -2.1283  -1.5142  -0.6348
H  -0.3652  -2.7978  0.5302
N  -0.5804  -0.1051  0.2783
H  2.1736  -1.9904  0.3371
C  0.4310  3.3415  0.2672
C  -1.6746  -0.3843  -0.5367
H  1.0138  4.2297  0.2744
H  0.1299  -2.9333  -1.1446
N  -0.3407  1.2526  0.3419

Atoms 1-2, force components in eV/Å:
O 1.264 -1.493 1.026
H -0.746 0.321 -0.861

Results of the natural (NBO) charge analysis, in e, for atoms 1 through 8: -0.760, 0.460, 0.338, -0.268, 0.135, -0.154, 0.234, -0.464